[1]
ORCA calculation (wB97M-V/def2-TZVPD) on a molecular structure, C44H32F5IN9O2PTb in a non-equilibrium geometry.

```
95
Properties=species:S:1:pos:R:3:forces:R:3
Tb 1.197 11.825 17.546 0.9 0.3 0.6
O 1.680 10.896 13.183 -0.2 0.3 -0.1
C 1.775 11.255 14.332 0.6 -0.9 0.3
N 0.926 11.010 15.395 -0.5 -0.2 -0.3
C -0.182 10.147 15.216 0.0 1.0 0.3
O -0.353 9.367 14.317 0.0 -0.1 0.1
C -1.251 10.329 16.328 1.4 1.0 0.0
C -2.474 9.913 16.092 -2.6 -0.3 0.5
C -3.548 10.063 17.179 2.1 1.3 -1.0
C -3.248 10.685 18.336 0.2 -1.7 -0.8
C -1.792 11.099 18.585 -1.6 0.0 0.4
N -0.870 11.061 17.466 -0.2 -0.4 -0.3
C 3.070 11.957 14.757 -0.7 0.9 1.9
C 4.054 12.347 13.863 -0.9 0.0 -1.0
C 5.202 12.920 14.324 1.4 -0.2 0.0
C 5.381 13.054 15.699 1.0 1.1 -0.5
C 4.346 12.807 16.517 -2.2 -1.3 -1.4
N 3.172 12.266 16.087 0.8 -0.2 -1.0
H -2.676 9.550 15.081 -0.2 -0.3 0.6
H -4.550 9.820 16.928 -0.7 -0.6 0.0
H -3.932 10.592 19.200 0.4 0.5 -0.9
H -1.464 10.451 19.391 0.4 -0.5 0.4
H 3.852 12.279 12.791 0.1 -0.4 0.4
H 6.002 13.162 13.612 -0.4 0.1 0.4
H 6.219 13.516 16.212 0.4 -0.1 -0.7
H 4.432 13.044 17.519 0.0 0.3 2.0
I 1.575 9.930 20.359 -0.1 0.3 0.4
C 3.642 9.958 20.781 0.2 -0.4 -1.1
C 3.975 10.515 21.968 -0.9 0.8 1.4
C 5.232 10.404 22.540 1.7 0.6 -0.3
C 6.212 9.680 21.833 -2.5 1.8 2.9
C 5.895 9.036 20.688 -1.5 -0.9 -4.2
C 6.815 8.162 20.025 1.9 1.4 2.3
C 6.600 7.661 18.806 -0.1 -0.3 0.0
C 5.455 8.061 18.165 -1.9 0.0 -1.6
C 4.410 8.814 18.664 0.5 -0.3 -0.7
P 2.921 9.162 17.527 0.7 -1.0 -0.7
C 3.687 8.732 15.833 -2.1 0.2 2.8
C 3.125 7.828 14.957 1.6 0.6 -1.4
C 3.752 7.652 13.728 -0.7 0.2 -0.1
C 4.928 8.344 13.411 -0.7 -0.6 0.1
C 5.445 9.242 14.314 0.4 0.6 1.0
C 4.777 9.458 15.554 3.1 1.8 -1.2
C 1.888 7.666 17.773 -1.0 -1.2 -0.1
C 2.451 6.403 18.081 2.2 0.8 0.9
C 1.704 5.282 18.229 -2.9 -0.4 -0.6
C 0.332 5.360 17.856 0.0 -1.9 0.6
C -0.280 6.519 17.465 0.5 1.3 0.1
C 0.491 7.695 17.513 1.2 1.0 -0.4
C 4.608 9.308 19.966 0.3 -0.3 2.2
H 3.217 11.066 22.528 0.1 -0.2 -0.1
H 5.458 11.004 23.472 -0.2 -1.1 -1.2
H 7.129 9.621 22.307 2.0 -0.5 0.5
H 7.819 8.104 20.515 -1.0 -0.5 -0.3
H 7.242 6.969 18.298 0.5 0.0 0.0
H 5.361 7.755 17.143 0.0 -0.4 -0.3
H 2.234 7.332 15.145 -1.5 -0.8 0.5
H 3.222 7.059 12.978 0.5 0.0 0.2
H 5.380 8.136 12.456 0.3 0.2 -0.1
H 6.384 9.771 14.089 -0.6 -0.2 0.1
H 5.195 10.220 16.297 -0.6 -1.2 -1.2
H 3.533 6.262 18.340 -1.0 0.6 -0.4
H 2.019 4.323 18.619 0.6 0.2 -0.2
H -0.277 4.428 17.925 0.5 0.8 -0.1
H -1.321 6.571 17.149 0.2 -0.1 0.2
H 0.077 8.698 17.274 0.0 -1.1 0.2
N -1.124 13.401 15.271 0.6 1.0 0.3
C -0.256 14.331 15.664 1.3 1.4 -0.1
N -0.210 15.498 14.957 -1.2 -1.3 0.2
C 0.575 16.450 15.384 1.2 0.5 0.8
N 0.597 17.639 14.765 1.1 -0.5 1.2
N 1.479 16.366 16.440 -1.0 -1.7 -0.1
C 1.439 15.166 17.014 -0.1 0.5 -1.2
N 0.628 14.123 16.687 -0.1 -0.1 0.2
C 2.459 14.926 18.071 -0.3 -1.8 2.1
C 3.418 15.858 18.414 0.2 0.8 0.2
C 4.365 15.631 19.406 0.1 -2.1 0.7
C 4.315 14.345 20.076 0.1 1.9 -1.3
C 3.254 13.522 19.781 -1.7 -1.7 -0.3
N 2.346 13.764 18.805 0.5 1.2 -0.9
H -1.738 13.666 14.552 -0.7 0.4 -1.0
H -1.313 12.526 15.694 0.3 -0.6 0.8
H -0.116 17.816 14.097 -0.1 0.6 -0.6
H 1.356 18.248 15.107 -1.2 -0.1 -0.8
H 3.363 16.802 17.902 0.2 0.2 -0.2
H 5.163 16.359 19.646 -0.7 -0.5 -0.2
H 5.103 13.983 20.705 0.1 0.2 0.6
H 2.998 12.532 20.294 1.0 1.6 -0.5
F -2.360 13.468 18.616 0.5 -0.1 -0.8
C -1.792 12.454 19.285 0.4 -0.2 -0.4
F -0.407 12.732 19.440 -0.8 0.5 0.3
C -2.505 12.528 20.652 0.9 0.5 0.0
F -2.407 13.810 21.070 0.2 -1.1 0.5
F -3.806 12.271 20.504 0.5 -0.1 0.7
F -1.900 11.662 21.512 -1.0 1.0 -0.3
```
Forces are in eV/Å.

## Properties
DFT total energy = -4301.9270 a.u.
E_LUMO (alpha / beta) = -3.4 / -3.4 eV
multiplicity = 7
charge = +1
expectation value of S² = 12.048

Mulliken population analysis, charges in e, atoms 1 to 2: atom 1 (Tb): -0.96, atom 2 (O): -0.63

=====

[2]
ORCA calculation (wB97M-V/def2-TZVPD) on 2 unconnected molecules or ions with the total composition C4H15N2O in a non-equilibrium geometry.

```
22
Properties=species:S:1:pos:R:3:forces:R:3
C -1.570 0.693 -0.670 -0.3 -3.1 0.5
N -0.858 -0.219 -1.608 -2.0 -0.6 -1.2
C -1.541 -1.590 -1.597 0.6 1.1 0.9
C -0.883 0.321 0.662 1.6 2.1 0.6
N 0.685 0.394 0.478 -1.2 -0.4 2.4
C 1.221 1.763 0.508 2.0 1.1 -2.2
H -1.503 1.748 -0.940 0.2 -0.2 0.2
H -2.669 0.378 -0.531 1.4 0.8 -0.4
H -1.100 0.007 -2.562 0.4 1.0 -0.2
H -2.574 -1.478 -1.238 0.0 -0.2 -0.6
H -1.453 -2.018 -2.607 -0.1 -0.1 0.7
H -1.052 -2.150 -0.814 0.2 -0.8 -0.2
H -1.010 1.202 1.268 -0.4 0.0 1.0
H -1.076 -0.584 1.271 -0.3 0.4 -1.0
H 0.904 -0.172 -0.339 0.1 0.3 -0.6
H 1.100 -0.052 1.314 -0.1 -0.4 -0.5
H 0.640 2.457 -0.102 -0.1 -0.3 0.2
H 1.525 2.237 1.428 -1.2 -0.6 1.1
H 2.249 1.768 0.083 -0.7 -0.4 -0.5
H 3.246 -1.434 1.291 -0.2 0.3 0.0
H 3.037 -1.985 2.640 -0.5 0.4 0.2
O 2.683 -1.282 2.066 0.6 -0.6 -0.3
```
Forces are in eV/Å.

## Properties
DFT total energy = -345.8719 a.u.
E_LUMO = -2.8 eV
multiplicity = 1
charge = +1

Mulliken population analysis, charges in e, atoms 1 to 2: atom 1 (C): -0.49, atom 2 (N): -0.46

=====

[3]
ORCA calculation (wB97M-V/def2-TZVPD) on a molecular structure, C10H6Cl2CoN2O3Tl in a non-equilibrium geometry.

```
25
Properties=species:S:1:pos:R:3:forces:R:3
Co -0.003 3.386 0.654 -1.0 -3.5 1.2
Tl -0.178 -1.048 -1.654 0.4 0.2 0.8
Cl -1.106 2.576 2.371 0.1 0.3 -0.3
Cl 0.643 1.391 -0.426 -0.2 0.3 0.4
C 2.403 -2.235 -1.809 3.1 -1.2 0.4
C -0.592 4.980 1.142 -2.9 7.7 2.2
C 0.978 4.135 -0.595 5.6 2.9 -6.2
O 3.460 -2.658 -1.719 -3.5 1.4 -0.4
O -1.018 6.018 1.438 2.2 -5.3 -1.5
O 1.716 4.512 -1.406 -3.8 -1.7 4.1
N -1.229 -1.641 2.930 0.1 0.2 -1.2
C -0.900 -0.829 1.889 -0.4 -1.0 0.9
N -1.065 -1.464 0.725 -0.1 -1.1 -0.4
C -1.533 -2.744 1.011 0.6 1.6 1.5
C -1.875 -3.787 0.147 -0.3 -0.8 -0.4
C -2.343 -4.972 0.721 -0.2 -0.4 0.3
C -2.439 -5.106 2.121 -0.3 -1.0 -1.7
C -2.084 -4.054 2.992 0.3 0.9 1.1
C -1.638 -2.875 2.408 0.4 1.3 -1.0
H -1.193 -1.386 3.914 0.0 0.0 0.0
H -0.590 0.203 2.000 0.2 -0.4 0.0
H -1.781 -3.617 -0.928 -0.2 -0.5 0.1
H -2.651 -5.803 0.083 0.1 0.2 0.2
H -2.807 -6.050 2.522 0.1 0.2 0.1
H -2.152 -4.119 4.081 -0.1 -0.3 -0.3
```
Forces are in eV/Å.

## Properties
DFT total energy = -3193.6907 a.u.
E_LUMO (alpha / beta) = -15.4 / -18.7 eV
multiplicity = 5
charge = +4
expectation value of S² = 6.051

Mulliken population analysis, charges in e, atoms 1 to 2: atom 1 (Co): 0.18, atom 2 (Tl): 1.23

=====

[4]
ORCA calculation (wB97M-V/def2-TZVPD) on 2 unconnected molecules or ions with the total composition C13H17N in a non-equilibrium geometry.

```
31
Properties=species:S:1:pos:R:3:forces:R:3
C 3.074 0.046 0.893 1.8 -2.7 -5.1
C 1.922 -0.158 -0.416 -0.5 2.6 6.5
C 1.274 1.216 -0.765 -1.2 -7.5 -3.1
C 1.544 2.282 -0.165 0.7 10.0 -1.6
C 1.602 3.724 -0.275 -2.4 -2.2 0.2
C 1.717 -2.522 0.092 3.7 1.5 2.8
C -0.273 -1.326 -0.404 -4.3 -6.0 -1.7
C -1.589 -0.584 -0.168 0.0 -0.6 -6.1
C -1.889 -0.128 1.004 5.1 3.9 5.6
C -2.955 0.671 1.384 1.2 -0.8 3.0
C -3.884 0.877 0.471 -1.9 2.5 -0.2
C -3.720 0.355 -0.767 2.1 -4.0 -1.9
C -2.651 -0.524 -1.135 -0.4 -0.7 -0.2
H 3.956 0.756 0.529 -2.1 -1.4 1.3
H 3.465 -1.069 0.932 0.3 2.5 -0.5
H 2.713 0.018 1.880 -1.1 1.4 1.0
H 2.316 -0.586 -1.240 2.1 -0.9 -2.9
H 0.588 0.876 -1.750 1.3 2.2 2.6
H 0.753 4.240 0.338 2.0 -0.8 -0.8
H 2.070 4.520 -1.097 -0.5 -3.0 2.4
H 2.302 -3.119 -0.705 -0.6 2.4 -0.2
H 1.126 -3.310 0.359 -2.3 -1.5 1.4
H 2.505 -2.333 1.003 -1.9 -1.4 -2.3
H -0.341 -2.140 -1.611 0.2 2.8 2.9
H -0.866 -2.129 0.284 2.4 0.3 -1.5
H -0.773 0.100 1.514 -3.2 -1.1 0.1
H -3.067 0.989 2.445 0.3 0.0 -1.0
H -4.676 1.598 0.660 -0.3 -0.4 0.0
H -4.540 0.183 -1.364 -1.9 0.7 -1.6
H -2.705 -1.324 -2.050 0.2 2.6 2.1
N 1.002 -1.200 0.124 1.3 -0.2 -1.1
```
Forces are in eV/Å.

## Properties
DFT total energy = -559.8884 a.u.
E_LUMO = 0.1 eV
multiplicity = 1

Mulliken population analysis, charges in e, atoms 1 to 2: atom 1 (C): -1.21, atom 2 (C): -0.09

=====

[5]
ORCA calculation (wB97M-V/def2-TZVPD) on a single C4H6 molecule in a non-equilibrium geometry.

```
10
Properties=species:S:1:pos:R:3:forces:R:3
C 1.391 0.272 0.042 0.1 0.0 0.2
C -0.029 0.699 0.016 0.7 0.3 0.1
C -1.107 -0.144 0.119 -0.4 -0.4 -0.1
C -1.648 -1.206 0.785 0.4 0.5 -0.9
H 1.648 -0.204 -0.918 0.0 0.1 0.2
H 1.539 -0.483 0.822 0.1 0.1 0.0
H 2.061 1.126 0.172 0.0 -0.2 0.1
H -0.254 1.713 -0.321 0.2 -0.3 -0.1
H -1.615 0.273 -0.774 -1.1 -0.2 0.3
H -2.274 -1.851 0.145 0.2 0.1 0.3
```
Forces are in eV/Å.

## Properties
DFT total energy = -155.8221 a.u.
E_LUMO (alpha / beta) = -0.5 / -0.5 eV
multiplicity = 1

Mulliken population analysis, charges in e, atoms 1 to 2: atom 1 (C): -0.85, atom 2 (C): -0.20

=====

[6]
ORCA calculation (wB97M-V/def2-TZVPD) on a single C6H10O molecule.

```
17
Properties=species:S:1:pos:R:3:forces:R:3
C 2.095 0.482 0.224 -0.1 0.0 0.1
C 1.372 -0.812 0.318 0.0 0.3 0.2
C 0.088 -0.733 1.094 0.0 -0.1 0.0
C -1.018 -0.393 0.076 0.3 0.1 -0.2
O -2.279 -0.926 0.352 -0.1 0.1 0.2
C -0.962 0.912 -0.664 0.0 0.2 0.0
C -0.611 -0.381 -1.362 0.0 -0.2 -0.2
H 3.100 0.272 0.619 -0.1 0.0 0.0
H 1.683 1.369 0.735 0.0 -0.2 0.0
H 2.283 0.719 -0.833 0.0 -0.1 0.2
H 0.428 -0.648 -1.550 -0.2 0.2 -0.2
H 0.094 0.018 1.904 0.0 0.0 -0.1
H -0.165 -1.715 1.508 0.0 0.1 -0.1
H -2.692 -0.382 1.036 0.1 -0.1 -0.1
H -1.922 1.340 -0.936 0.1 -0.1 0.1
H -0.197 1.643 -0.415 -0.1 -0.2 -0.1
H -1.298 -0.765 -2.104 -0.1 0.0 0.1
```
Forces are in eV/Å.

## Properties
DFT total energy = -309.6801 a.u.
E_LUMO = 0.1 eV
multiplicity = 1

Mulliken population analysis, charges in e, atoms 1 to 2: atom 1 (C): -0.95, atom 2 (C): -0.37

=====

[7]
ORCA calculation (wB97M-V/def2-TZVPD) on a single C4H6N2OS molecule in a non-equilibrium geometry.

```
14
Properties=species:S:1:pos:R:3:forces:R:3
C -1.073 -0.503 0.282 -0.5 1.5 1.9
C -0.035 -1.101 -0.345 -2.6 -0.9 -2.4
C 1.177 -0.643 0.146 4.1 -2.1 -0.6
C 1.318 0.580 0.943 1.1 -4.0 2.9
H -2.918 0.066 -0.125 0.4 -1.0 1.0
H -2.487 -1.351 -0.903 0.2 1.2 3.5
H -0.981 0.331 1.156 0.3 -2.2 -2.3
H -0.261 -1.853 -1.382 1.1 2.2 3.7
H 1.775 0.577 2.006 -1.1 -0.3 -1.6
H 1.112 2.668 -1.212 0.2 0.9 0.2
N -2.393 -0.813 0.114 -1.6 -0.5 -5.0
N 1.221 1.687 0.493 -0.4 6.3 -4.1
O 0.901 1.763 -1.029 -0.1 -1.8 2.9
S 2.645 -1.408 -0.143 -1.1 0.6 0.2
```
Forces are in eV/Å.

## Properties
DFT total energy = -738.7820 a.u.
E_LUMO = -0.5 eV
multiplicity = 1
SMILES string = N/C=C/C(=S)/C=N\O

Mulliken population analysis, charges in e, atoms 1 to 2: atom 1 (C): 0.25, atom 2 (C): -0.28

=====

[8]
ORCA calculation (wB97M-V/def2-TZVPD) on 2 unconnected molecules or ions with the total composition C4H12 in a non-equilibrium geometry.

```
16
Properties=species:S:1:pos:R:3:forces:R:3
C -1.879 2.027 0.487 1.6 -0.6 -1.1
C -0.390 2.091 0.016 0.1 -0.9 0.0
H -2.276 3.006 0.618 -0.4 0.8 0.5
H -2.457 1.538 -0.292 -0.3 -0.2 0.1
H -1.857 1.425 1.393 -0.6 0.1 0.1
H -0.088 3.008 -0.560 -0.2 -0.9 0.8
H -0.153 1.174 -0.562 -0.4 0.7 -0.3
H 0.220 1.825 0.897 0.3 1.1 -0.2
C 0.743 -2.765 -0.377 2.9 2.6 -0.4
C 1.493 -1.331 -0.156 0.1 -2.1 2.0
H -0.283 -2.581 -0.121 -0.6 -0.6 -0.4
H 1.074 -3.027 -1.399 -1.1 -0.3 0.3
H 1.309 -3.404 0.285 -0.5 -0.7 0.4
H 1.601 -0.788 -1.067 0.0 0.6 -0.4
H 2.485 -1.505 0.365 -0.7 0.1 -1.0
H 0.934 -0.812 0.633 -0.1 0.4 -0.5
```
Forces are in eV/Å.

## Properties
DFT total energy = -159.4975 a.u.
E_LUMO (alpha / beta) = 4.4 / 4.5 eV
multiplicity = 2
charge = -1
expectation value of S² = 0.750

Mulliken population analysis, charges in e, atoms 1 to 2: atom 1 (C): -1.96, atom 2 (C): -1.04

=====

Repeat the seventh record exactly.
ORCA calculation (wB97M-V/def2-TZVPD) on a single C4H6N2OS molecule in a non-equilibrium geometry.

```
14
Properties=species:S:1:pos:R:3:forces:R:3
C -1.073 -0.503 0.282 -0.5 1.5 1.9
C -0.035 -1.101 -0.345 -2.6 -0.9 -2.4
C 1.177 -0.643 0.146 4.1 -2.1 -0.6
C 1.318 0.580 0.943 1.1 -4.0 2.9
H -2.918 0.066 -0.125 0.4 -1.0 1.0
H -2.487 -1.351 -0.903 0.2 1.2 3.5
H -0.981 0.331 1.156 0.3 -2.2 -2.3
H -0.261 -1.853 -1.382 1.1 2.2 3.7
H 1.775 0.577 2.006 -1.1 -0.3 -1.6
H 1.112 2.668 -1.212 0.2 0.9 0.2
N -2.393 -0.813 0.114 -1.6 -0.5 -5.0
N 1.221 1.687 0.493 -0.4 6.3 -4.1
O 0.901 1.763 -1.029 -0.1 -1.8 2.9
S 2.645 -1.408 -0.143 -1.1 0.6 0.2
```
Forces are in eV/Å.

## Properties
DFT total energy = -738.7820 a.u.
E_LUMO = -0.5 eV
multiplicity = 1
SMILES string = N/C=C/C(=S)/C=N\O

Mulliken population analysis, charges in e, atoms 1 to 2: atom 1 (C): 0.25, atom 2 (C): -0.28